Below is C5H12S2Si in the gas phase, with properties calculated with ωB97M-V/def2-TZVPD.

ORCA input file:
```
! wB97M-V def2-TZVPD RIJCOSX def2/J DEFGRID3
* xyz 0 1
S -3.1851 -0.2302 -0.8525
S 0.7269 0.7276 -2.8123
Si 0.5889 0.1372 0.2850
C -0.1608 0.2217 -1.5164
C 2.4196 0.6850 0.0658
C -1.5053 -0.4966 -1.8875
C 0.3479 -1.6002 1.0928
C -0.5361 1.2045 1.3320
H -2.5586 -0.0498 0.3249
H 2.3764 1.3473 -0.7404
H 0.8651 -1.4790 2.0082
H -0.8009 0.7516 2.3326
H 0.6953 -2.3450 0.2960
H 2.7813 1.1729 0.8960
H 3.0200 -0.2585 0.0035
H -0.7052 -1.7978 1.3388
H -1.1548 -1.4303 -1.6723
H -1.4923 1.4183 0.8523
H -1.5940 -0.2593 -2.9264
H -0.1282 2.2804 1.5798
*
```

The molar mass is 164.371 u. The HOMO energy is -8.526 eV. Its largest force on an atom is 3.814 eV/A.

Below is 2 unconnected molecules or ions with the total composition C5H12SSi, with properties calculated with ωB97M-V/def2-TZVPD.

ORCA input file:
```
! wB97M-V def2-TZVPD RIJCOSX def2/J DEFGRID3
* xyz 0 1
S 4.2645 0.8198 0.1045
Si -0.1040 -0.0285 0.1160
C 0.4415 -1.1548 1.5214
C -0.4541 -1.2743 -1.2651
C -1.9150 0.6069 0.6681
C 0.7221 1.3507 -0.8312
C 3.4162 -0.4647 0.4622
H 1.3560 0.9168 -1.5339
H -0.5977 -0.8123 -2.2524
H 0.3918 -1.8126 -1.5533
H -2.1235 1.6957 0.7176
H -2.0226 0.0946 1.6222
H -0.0517 1.8690 -1.4473
H -0.2630 -1.9642 1.5862
H 0.9861 -0.9106 2.4166
H 3.4748 -1.5566 0.3308
H 1.3386 1.9201 -0.0592
H -1.0791 -2.0076 -0.8468
H -2.6764 0.2683 -0.1182
*
```

The molar mass is 132.304 u. The HOMO energy (spin up / spin down) is -8.692 / -7.981 eV. Its largest force on an atom is 2.455 eV/A.

Below is 2 unconnected molecules or ions with the total composition C5H12Si, with properties calculated with ωB97M-V/def2-TZVPD.

ORCA input file:
```
! wB97M-V def2-TZVPD RIJCOSX def2/J DEFGRID3
* xyz 0 1
Si -0.9437 2.2568 0.2611
C -0.3627 0.6822 1.0851
C 0.9629 -2.0261 -0.4772
C 0.4022 -0.6977 -0.7759
C -1.0136 -0.3663 1.9089
C 1.1572 0.0872 -1.7730
H 1.2209 -2.6666 -1.3570
H 0.3315 -2.7051 0.0987
H -1.7982 0.0515 2.6672
H 1.8311 -1.7961 0.2943
H -1.6199 -1.0988 1.3697
H -1.5229 2.1108 -1.0429
H -0.3311 -1.0334 2.5236
H 0.5199 0.7891 -2.4381
H 1.7300 0.7776 -1.0965
H 1.7577 -0.5175 -2.4526
H -2.2883 2.6626 0.9323
H -0.0331 3.4900 0.2723
*
```

The molar mass is 100.237 u. The HOMO energy (spin up / spin down) is -7.162 / -8.368 eV. Its largest force on an atom is 3.816 eV/A.

Below is a molecular structure, C5H13AlNO3, with properties calculated with ωB97M-V/def2-TZVPD.

ORCA input file:
```
! wB97M-V def2-TZVPD RIJCOSX def2/J DEFGRID3
* xyz 1 1
Al 3.0681 -2.3077 -3.9287
O 0.6101 3.4683 -0.8663
O 1.8233 -0.5590 -2.0746
O -0.4426 -3.7281 1.0522
N -1.1558 -1.7425 0.1176
C 0.5849 3.2800 0.5361
C 1.6665 2.2658 0.8475
C -2.5424 -2.1548 0.0622
C -0.2289 -2.6077 0.5408
C -0.8184 -0.3638 -0.0486
H -1.4792 0.2582 0.5553
H 1.7178 2.0559 1.9158
H 1.5907 1.3255 0.3015
H -0.9404 -0.0183 -1.0751
H -3.0531 -1.2358 -0.2255
H 0.8308 4.1894 1.0845
H -0.4132 3.1131 0.9411
H 2.6701 2.6081 0.5952
H 0.1898 -0.1851 0.3251
H 1.1954 -0.1926 -1.4219
H -2.7784 -2.9227 -0.6745
H 0.7720 -2.1873 0.3576
H -2.8669 -2.3591 1.0826
*
```

The molar mass is 162.145 u. The HOMO energy is -11.937 eV. Its largest force on an atom is 3.883 eV/A.

Below is a gas-phase ion, C5H13BFN4O2 (charge +1), with properties calculated with ωB97M-V/def2-TZVPD.

ORCA input file:
```
! wB97M-V def2-TZVPD RIJCOSX def2/J DEFGRID3
* xyz 1 1
F 1.4270 3.7441 -0.0615
O -1.4231 1.1355 -0.5028
O 2.4083 -0.3929 -1.0300
N -1.5273 -0.6560 1.1132
N 0.7292 0.3386 0.4394
N 1.1109 2.5609 0.5040
N 1.4303 1.6075 -1.5003
C -0.7567 -1.6036 1.9306
C -2.5477 -1.3786 0.3324
C 1.8462 0.3219 -2.0905
C 1.0981 1.4855 -0.2045
C 1.4140 -0.8472 -0.2076
B -0.7679 0.2460 0.3626
H 1.8491 -1.4533 0.5623
H -3.2201 -1.8705 1.0143
H -1.3689 -2.0722 2.6793
H -3.1376 -0.6962 -0.2389
H -0.3724 -2.4012 1.3051
H 2.5847 0.4654 -2.8491
H 0.6383 2.0253 -1.9814
H 0.9821 -0.1809 -2.5023
H 0.8624 2.5882 1.4854
H 0.0893 -1.1400 2.4042
H -1.9086 1.7745 0.0383
H -2.1094 -2.1450 -0.2894
H 0.6699 -1.4557 -0.7126
*
```

The molar mass is 190.995 u. The HOMO energy is -13.414 eV. Its largest force on an atom is 1.912 eV/A.

Below is a molecular structure, C5H13Cl2N3O6, with properties calculated with ωB97M-V/def2-TZVPD.

ORCA input file:
```
! wB97M-V def2-TZVPD RIJCOSX def2/J DEFGRID3
* xyz 0 1
Cl 2.0350 0.9380 1.9246
Cl 0.3933 -1.6432 0.7065
O -2.6929 0.3186 -1.1479
O -1.7267 1.1542 0.5817
O 4.8970 -1.6168 0.1371
O 3.0707 -1.3538 1.3210
O -0.6386 -0.6301 -3.0845
O 0.9501 -1.0740 -1.6216
N 3.7099 -1.5502 0.2836
N -0.0398 -0.4451 -2.0466
N -2.6687 0.9539 -0.1400
C 2.8684 -2.2496 -0.7010
C -0.3516 -0.1061 1.3208
C 0.5319 0.3090 2.4836
C -3.7222 2.0294 -0.0586
C -0.3202 0.8059 -1.4267
H -0.5383 0.6628 0.5711
H 0.1612 1.6417 -1.9344
H -3.2567 2.9444 0.3076
H -0.2080 0.7496 -0.3440
H -4.1376 2.2650 -1.0383
H -1.3530 1.1342 -1.5438
H -1.3583 -0.2476 1.7141
H 0.8978 -0.6152 2.9309
H 0.1523 1.1675 3.0376
H 2.6134 -3.2705 -0.4168
H 3.3169 -2.2913 -1.6936
H -4.5275 1.6945 0.5952
H 1.9422 -1.6752 -0.7175
*
```

The molar mass is 282.080 u. The HOMO energy is -9.406 eV. Its largest force on an atom is 8.012 eV/A.

Question: Look up the largest force on an atom of the first one.
Answer: 3.814 eV/A

Question: Which of these has the lowest largest force on an atom?
Answer: C5H13BFN4O2

Question: Among the records above, which one has the lowest largest force on an atom?
Answer: C5H13BFN4O2

Question: The lowest largest force on an atom belongs to which entry?
Answer: C5H13BFN4O2